(1)
Entry from OMol25: a structure of composition C4H8N3 (wB97M-V/def2-TZVPD).

Values from the calculation:
Total charge = +1
Relative energy (zero: lowest compared OMol25 entry of this formula, charge and spin) = 8.121 eV
Gap between HOMO and LUMO = 0.2589 hartree

XYZ file:
```
15
Properties=species:S:1:pos:R:3:lowdin_charge:R:1
C 0.240 2.015 -1.305 -0.24
C 1.060 1.329 0.441 -0.25
C 0.058 0.776 -0.515 0.08
C -1.178 -2.993 0.972 0.01
N -0.604 -1.790 -1.103 0.38
N -0.869 -2.379 -0.195 0.01
N 1.263 2.497 -0.396 -0.05
H 0.623 1.788 -2.308 0.13
H -0.643 2.640 -1.448 0.13
H 0.689 1.514 1.453 0.13
H 1.950 0.699 0.533 0.12
H -1.214 -2.267 1.792 0.14
H -0.420 -3.755 1.192 0.14
H -2.148 -3.496 0.880 0.14
H 1.192 3.422 0.007 0.11
```

(2)
Entry from OMol25: a cluster of 3 separate species, C4H17N2O2 in total (wB97M-V/def2-TZVPD).

Values from the calculation:
Total charge = +1
Relative energy (zero: lowest compared OMol25 entry of this formula, charge and spin) = 3.294 eV
Gap between HOMO and LUMO = 0.3341 hartree

XYZ file:
```
25
Properties=species:S:1:pos:R:3:lowdin_charge:R:1
C 0.413 0.174 -0.154 -0.13
C 1.442 -0.750 -0.875 -0.22
C 1.052 -2.089 -1.456 -0.19
C 1.914 -3.385 -0.907 -0.30
N 1.275 -4.111 0.171 -0.03
N -0.075 1.534 -0.738 0.17
H -0.617 -0.418 -0.074 0.16
H 0.619 0.458 0.900 0.13
H 2.132 -1.031 -0.037 0.12
H 2.081 -0.106 -1.561 0.14
H 0.023 -2.549 -1.203 0.13
H 1.243 -1.785 -2.470 0.09
H 2.973 -3.078 -0.603 0.13
H 2.025 -3.876 -1.863 0.09
H 1.074 -3.456 0.899 0.04
H 0.297 -4.490 -0.286 0.15
H -0.224 1.408 -1.770 0.18
H 0.726 2.209 -0.586 0.19
H -0.915 1.927 -0.442 0.06
H -2.198 3.920 1.389 0.11
H -2.586 2.301 1.385 0.03
O -1.986 2.948 1.012 -0.12
H -3.667 5.525 2.956 0.10
H -3.848 4.079 3.365 0.06
O -3.173 4.640 2.948 -0.09
```

(3)
Entry from OMol25: a structure of composition C14H47FeO25P3S2 (wB97M-V/def2-TZVPD).

Values from the calculation:
2S+1 = 6
<S²> = 8.757
Total charge = -1
Relative energy (zero: lowest compared OMol25 entry of this formula, charge and spin) = 2.200 eV
Gap between HOMO and LUMO (alpha / beta) = 0.3108 / 0.3098 hartree

XYZ file:
```
92
Properties=species:S:1:pos:R:3:lowdin_charge:R:1
Fe -0.999 1.316 0.237 0.98
S -3.218 2.785 0.096 0.27
O -2.924 1.380 0.481 -0.37
O -4.002 3.490 1.100 -0.33
O -1.791 3.086 0.180 -0.40
O -3.767 2.999 -1.208 -0.31
S 0.219 -1.156 0.344 0.38
O 0.685 0.248 0.315 -0.38
O 0.654 -1.834 -0.849 -0.30
O 0.505 -1.880 1.589 -0.32
O -1.210 -0.713 0.388 -0.39
C -2.911 -3.684 0.644 -0.16
O -3.261 -2.369 1.036 -0.14
H -3.704 -4.158 0.064 0.07
H -2.002 -3.676 0.035 0.07
H -2.805 -4.234 1.586 0.06
H -2.464 -1.828 1.188 0.03
C 2.221 -0.880 -3.817 -0.16
O 2.754 -0.554 -2.559 -0.12
H 2.714 -0.355 -4.632 0.08
H 2.239 -1.959 -3.988 0.08
H 1.154 -0.645 -3.903 0.06
H 2.304 -0.877 -1.768 0.05
C 1.132 -5.122 -0.816 -0.18
O 0.848 -4.287 -1.916 -0.15
H 1.236 -6.134 -1.222 0.07
H 2.014 -4.875 -0.216 0.07
H 0.335 -5.187 -0.066 0.06
H 0.918 -3.383 -1.533 0.02
C -0.176 -4.779 3.587 -0.17
O 0.605 -4.372 2.483 -0.15
H -0.147 -5.858 3.761 0.07
H 0.303 -4.472 4.532 0.07
H -1.176 -4.367 3.441 0.07
H 0.406 -3.420 2.343 0.02
C 3.774 -2.679 1.961 -0.18
O 3.054 -1.573 2.457 -0.15
H 4.858 -2.617 2.103 0.07
H 3.483 -3.645 2.381 0.07
H 3.682 -2.639 0.868 0.08
H 2.124 -1.712 2.167 0.01
C 1.716 2.790 -3.478 -0.08
O 1.470 3.924 -2.632 -0.19
P 1.452 3.732 -1.048 0.45
O 0.591 2.630 -0.561 -0.25
O 1.126 5.188 -0.549 -0.18
C 1.242 5.634 0.791 -0.09
O 3.008 3.560 -0.677 -0.22
C 3.539 2.207 -0.756 -0.07
H 1.462 1.796 -3.104 0.07
H 2.771 2.743 -3.748 0.09
H 1.065 2.964 -4.332 0.08
H 0.392 5.222 1.347 0.09
H 1.080 6.707 0.852 0.09
H 2.133 5.286 1.310 0.08
H 4.159 2.040 0.124 0.09
H 4.149 2.256 -1.658 0.09
H 2.771 1.436 -0.775 0.06
C -2.067 3.280 -4.102 -0.04
O -1.445 1.972 -4.252 -0.24
P -1.728 0.792 -3.199 0.44
O -1.175 0.979 -1.847 -0.22
O -1.325 -0.503 -3.964 -0.21
C -1.345 -1.820 -3.375 -0.04
O -3.339 0.819 -3.153 -0.22
C -4.058 0.565 -4.372 -0.09
H -2.798 3.310 -4.906 0.09
H -1.331 4.075 -4.034 0.09
H -2.617 3.252 -3.156 0.07
H -1.229 -1.707 -2.297 0.07
H -0.584 -2.469 -3.793 0.09
H -2.345 -2.234 -3.512 0.09
H -4.433 -0.447 -4.254 0.09
H -3.498 0.783 -5.284 0.08
H -4.821 1.344 -4.428 0.09
C 1.520 2.930 3.393 -0.07
O 0.499 2.375 4.239 -0.19
P -0.417 1.244 3.626 0.45
O -0.901 1.548 2.279 -0.21
O 0.555 -0.034 3.713 -0.22
C 0.942 -0.596 4.971 -0.07
O -1.560 0.939 4.677 -0.20
C -2.523 -0.087 4.403 -0.05
H 1.304 3.989 3.287 0.08
H 1.717 2.430 2.443 0.09
H 2.440 2.759 3.956 0.09
H 1.762 0.081 5.230 0.09
H 1.145 -1.660 5.025 0.09
H 0.188 -0.408 5.745 0.08
H -2.390 -0.918 5.093 0.09
H -2.450 -0.482 3.387 0.09
H -3.490 0.407 4.478 0.10
```

(4)
Entry from OMol25: the molecule C2H5FSi (wB97M-V/def2-TZVPD).

Values from the calculation:
Total charge = 0
Relative energy (zero: lowest compared OMol25 entry of this formula, charge and spin) = 0.384 eV
SMILES = C=C[SiH2]F
Gap between HOMO and LUMO = 0.4152 hartree

XYZ file:
```
9
Properties=species:S:1:pos:R:3:lowdin_charge:R:1
C -0.374 1.149 0.998 -0.10
C 0.398 0.592 0.135 -0.33
Si 0.144 -1.140 -0.700 0.56
F -0.745 -2.201 0.105 -0.24
H -0.079 2.209 1.178 0.07
H -1.329 0.765 1.281 0.05
H 1.297 1.131 -0.098 0.04
H -0.879 -0.941 -2.031 0.00
H 1.568 -1.563 -0.868 -0.05
```

(5)
Entry from OMol25: a cluster of 8 separate species, C26H49F5N10O18P in total (wB97M-V/def2-TZVPD).

Values from the calculation:
Total charge = +1
Gap between HOMO and LUMO = 0.3209 hartree

XYZ file:
```
109
Properties=species:S:1:pos:R:3:lowdin_charge:R:1
C -1.157 -1.709 -4.186 0.09
C -1.356 -0.513 -4.234 -0.10
C -1.486 1.057 -4.148 -0.10
C -0.756 1.526 -2.849 -0.06
C -1.428 1.923 -1.600 -0.06
C -2.979 1.827 -1.559 -0.13
C -3.672 1.566 -0.170 -0.19
P -3.037 0.130 0.813 0.67
O -1.633 -0.313 0.500 -0.30
O -3.027 0.654 2.430 -0.29
C -2.099 -0.133 3.226 -0.25
C -0.743 0.671 3.424 -0.08
O -4.025 -1.219 0.797 -0.23
C -3.421 -2.353 0.120 -0.27
C -2.526 -3.266 1.080 -0.08
N -0.420 2.325 -0.678 0.06
C -0.672 2.836 0.673 -0.04
C -0.337 4.485 0.573 -0.21
C -1.176 5.411 1.657 0.01
O -1.456 5.334 0.125 -0.10
C 0.786 2.123 -1.339 -0.06
C 2.078 2.442 -0.509 -0.15
N 2.746 3.728 -0.856 -0.11
C 3.778 3.938 0.237 -0.10
N 0.664 1.657 -2.661 0.15
C 1.773 1.412 -3.566 -0.30
F 2.584 2.547 -3.705 0.12
F 1.399 1.058 -4.838 0.15
C 2.673 0.181 -3.005 -0.38
F 3.927 0.581 -2.596 0.13
F 2.002 -0.561 -2.050 0.13
F 2.892 -0.694 -4.068 0.12
H -0.698 -2.720 -4.337 0.07
H -2.573 1.347 -4.202 0.10
H -0.965 1.437 -5.084 0.12
H -3.399 2.786 -2.005 0.13
H -3.306 1.006 -2.274 0.13
H -4.776 1.369 -0.376 0.12
H -3.672 2.547 0.409 0.11
H -1.958 -1.191 2.878 0.10
H -2.563 -0.201 4.264 0.13
H -0.338 0.366 4.444 0.09
H 0.041 0.443 2.649 0.07
H -0.939 1.787 3.513 0.08
H -4.287 -3.022 -0.196 0.13
H -2.889 -2.090 -0.842 0.11
H -2.435 -4.324 0.682 0.09
H -1.473 -2.836 1.006 0.07
H -2.840 -3.218 2.157 0.08
H -1.743 2.889 0.985 0.11
H 0.028 2.467 1.468 0.11
H 0.762 4.798 0.328 0.14
H -1.628 4.580 2.254 0.10
H -0.305 6.055 1.937 0.12
H 1.927 2.370 0.613 0.13
H 2.826 1.609 -0.748 0.12
H 3.336 3.511 -1.674 0.09
H 3.422 4.646 1.035 0.09
H 4.722 4.321 -0.255 0.10
H 4.050 2.915 0.664 0.09
C 4.355 -2.104 -0.439 0.04
N 5.618 -2.701 0.071 -0.42
O 5.557 -3.823 0.538 0.08
O 6.623 -2.019 -0.017 0.06
H 3.547 -2.818 -0.297 0.10
H 4.170 -1.194 0.129 0.10
H 4.497 -1.889 -1.496 0.09
C 6.426 -6.508 1.741 0.03
N 6.811 -7.904 1.400 -0.44
O 6.242 -8.429 0.455 0.05
O 7.665 -8.422 2.090 0.08
H 5.659 -6.176 1.048 0.07
H 6.049 -6.512 2.762 0.11
H 7.318 -5.891 1.653 0.10
C -5.623 2.090 3.739 0.05
N -6.368 2.524 2.528 -0.44
O -6.400 3.717 2.286 0.07
O -6.895 1.649 1.861 0.04
H -5.210 2.967 4.230 0.10
H -6.326 1.578 4.394 0.11
H -4.829 1.421 3.410 0.07
C 9.581 -1.777 0.009 0.02
N 10.750 -0.928 -0.342 -0.45
O 11.242 -1.080 -1.445 0.07
O 11.130 -0.139 0.504 0.06
H 9.354 -2.427 -0.832 0.09
H 9.851 -2.362 0.886 0.10
H 8.746 -1.115 0.220 0.07
C -2.982 4.287 -5.808 0.05
N -4.236 3.556 -5.480 -0.44
O -5.017 3.355 -6.383 0.10
O -4.388 3.209 -4.315 0.03
H -2.985 4.529 -6.867 0.10
H -2.963 5.193 -5.205 0.11
H -2.147 3.633 -5.563 0.08
C -10.026 2.423 2.492 0.03
N -9.970 3.206 3.756 -0.45
O -9.688 2.601 4.777 0.05
O -10.210 4.394 3.677 0.07
H -9.791 1.385 2.712 0.09
H -11.034 2.514 2.093 0.10
H -9.291 2.849 1.811 0.08
C 2.691 -8.839 1.056 0.05
N 2.079 -8.001 2.123 -0.45
O 1.843 -8.535 3.189 0.07
O 1.859 -6.833 1.846 0.04
H 2.830 -9.847 1.438 0.10
H 2.010 -8.839 0.208 0.10
H 3.648 -8.390 0.796 0.08
```

(6)
Entry from OMol25: a cluster of 2 separate species, C2H9NO2 in total (wB97M-V/def2-TZVPD).

Values from the calculation:
Total charge = 0
Relative energy (zero: lowest compared OMol25 entry of this formula, charge and spin) = 0.570 eV
SMILES = NCCO.O
Gap between HOMO and LUMO = 0.3692 hartree

XYZ file:
```
14
Properties=species:S:1:pos:R:3:lowdin_charge:R:1
N -0.408 1.550 0.440 -0.01
C -1.006 0.623 1.407 -0.28
C -0.359 -0.740 1.384 -0.28
O -1.223 -1.815 1.064 -0.05
H -1.035 2.263 0.126 0.06
H 0.503 1.791 0.756 0.05
H -1.079 0.980 2.441 0.10
H -2.061 0.551 1.115 0.11
H 0.498 -0.666 0.701 0.11
H 0.139 -0.953 2.339 0.11
H -0.903 -2.273 0.319 0.06
O 2.570 -0.594 -3.800 -0.04
H 2.357 0.324 -3.866 0.02
H 2.008 -1.040 -4.425 0.02
```

Number 1: E_tot -320.99288 a.u.. Number 2: E_tot -422.27166 a.u.. Number 3: E_tot -5527.12592 a.u.. Number 4: E_tot -468.55626 a.u.. Number 5: E_tot -3761.54171 a.u.. Number 6: E_tot -286.79745 a.u..